C23H31Cl16F7N2O4 | ωB97M-V/def2-TZVPD

Properties
- Molar mass: 1099.7 g/mol
- Gap between HOMO and LUMO: 0.353 Ha

Atoms and positions in Å:
C 4.066 2.144 -2.663
C 2.543 2.296 -2.653
N 1.880 1.050 -2.213
C 0.813 1.081 -1.209
C -0.468 1.753 -1.801
F -1.624 1.010 -1.537
C -0.775 3.192 -1.383
C -1.596 3.291 -0.088
C 1.355 1.661 0.135
N 1.644 3.105 0.336
C 0.876 3.629 1.429
O 0.757 3.183 2.497
F 0.301 4.777 1.061
C 3.012 3.549 0.501
O 3.581 4.227 -0.247
F 3.503 3.236 1.702
C 2.444 0.636 0.372
O 3.605 0.729 0.558
O 1.777 -0.550 0.274
C 0.749 -0.483 -0.752
C 1.169 -1.525 -1.829
Cl 2.537 -2.496 -1.389
C 0.654 -1.799 -3.040
C 1.195 -2.845 -3.983
Cl -0.695 -0.932 -3.683
C -0.492 -1.020 0.031
F -1.429 -1.525 -0.798
F -1.061 -0.020 0.769
C -0.104 -2.155 1.024
F 0.262 -1.622 2.213
F -1.212 -2.918 1.238
H 4.512 2.835 -3.383
H 4.296 1.122 -2.991
H 4.525 2.273 -1.685
H 2.242 2.485 -3.690
H 2.208 3.167 -2.086
H 1.490 0.604 -3.034
H -0.341 1.717 -2.888
H 0.131 3.800 -1.330
H -1.389 3.614 -2.190
H -1.155 2.730 0.743
H -1.668 4.340 0.217
H -2.614 2.932 -0.257
H 0.601 1.396 0.883
H 0.904 -3.849 -3.657
H 0.784 -2.683 -4.982
H 2.286 -2.775 -4.049
H 0.684 -2.805 0.634
C -1.461 -6.109 2.106
Cl -1.132 -5.911 0.381
Cl -1.163 -7.765 2.658
H -0.799 -5.440 2.641
H -2.501 -5.873 2.292
C -0.477 4.562 5.226
Cl -1.172 3.748 6.634
Cl 0.417 6.026 5.669
H 0.199 3.881 4.729
H -1.287 4.845 4.566
C 0.778 4.340 -6.104
Cl 2.310 4.627 -5.273
Cl 0.443 2.611 -6.292
H -0.017 4.773 -5.510
H 0.825 4.794 -7.086
C -5.304 -6.784 4.289
Cl -4.277 -6.311 5.646
Cl -5.041 -5.762 2.868
H -5.066 -7.806 4.020
H -6.340 -6.687 4.588
C -2.756 -4.887 -2.729
Cl -1.664 -5.548 -3.959
Cl -3.248 -3.230 -3.095
H -3.637 -5.515 -2.689
H -2.229 -4.878 -1.783
C 2.117 -6.188 3.912
Cl 3.145 -6.864 2.647
Cl 1.548 -4.558 3.512
H 1.252 -6.830 4.028
H 2.690 -6.128 4.829
C -2.614 5.955 3.341
Cl -2.503 6.430 1.642
Cl -2.320 4.226 3.574
H -1.866 6.509 3.897
H -3.612 6.183 3.693

=====

C23H31F8O24PSSi2 | ωB97M-V/def2-TZVPD

Properties
- Molar mass: 962.7 g/mol
- Gap between HOMO and LUMO: 0.334 Ha

Atoms and positions in Å:
O -3.161 -3.463 3.986
P -1.981 -2.744 3.148
O -1.411 -1.725 4.268
S -0.659 -3.892 2.399
Si -2.909 -1.470 1.525
O -4.538 -1.699 1.490
Si -5.556 -0.712 2.353
C -6.733 -1.601 3.529
C -6.913 -3.099 3.330
F -6.715 -3.465 2.003
H -3.843 -3.788 3.383
H -2.127 -1.104 4.468
H -2.524 -0.055 1.730
H -2.345 -1.945 0.255
H -4.721 0.200 3.173
H -6.323 0.103 1.403
H -6.367 -1.448 4.543
H -7.702 -1.112 3.441
H -6.230 -3.668 3.960
H -7.922 -3.408 3.597
C 4.052 -2.380 1.364
C 3.898 -1.854 2.775
O 2.772 -0.996 2.652
C 1.995 -1.462 1.627
O 0.869 -1.140 1.452
O 2.688 -2.351 0.894
F 4.963 -1.130 3.186
H 4.668 -1.708 0.772
H 4.453 -3.385 1.310
H 3.680 -2.614 3.526
C -6.355 2.946 -1.708
C -5.609 4.246 -1.476
O -5.433 4.237 -0.067
C -5.407 2.943 0.345
O -5.007 2.578 1.399
O -5.862 2.134 -0.636
F -6.335 5.337 -1.825
H -7.430 3.091 -1.596
H -6.139 2.481 -2.664
H -4.633 4.298 -1.958
C -1.796 5.573 1.175
C -1.388 6.642 0.180
O -1.169 5.883 -1.001
C -1.936 4.766 -0.930
O -2.177 4.045 -1.844
O -2.406 4.598 0.320
F -0.245 7.272 0.528
H -0.921 5.137 1.658
H -2.503 5.911 1.926
H -2.153 7.393 -0.022
C 4.876 -2.683 -3.345
C 5.547 -1.355 -3.057
O 5.820 -1.462 -1.662
C 5.958 -2.778 -1.364
O 6.427 -3.192 -0.355
O 5.499 -3.543 -2.371
F 4.735 -0.297 -3.271
H 3.806 -2.624 -3.153
H 5.056 -3.055 -4.349
H 6.486 -1.191 -3.585
C -0.691 1.130 -2.431
C -1.873 0.185 -2.341
O -1.531 -0.818 -3.277
C -0.175 -0.862 -3.375
O 0.431 -1.739 -3.889
O 0.367 0.233 -2.800
F -3.041 0.763 -2.715
H -0.845 1.864 -3.223
H -0.456 1.632 -1.498
H -2.010 -0.278 -1.365
C 8.502 -3.296 -7.180
C 7.064 -2.815 -7.133
O 7.044 -2.058 -5.935
C 8.311 -1.594 -5.702
O 8.577 -0.752 -4.917
O 9.189 -2.242 -6.496
F 6.176 -3.830 -7.031
H 8.613 -4.227 -6.623
H 8.894 -3.416 -8.185
H 6.770 -2.173 -7.964
C 0.077 0.886 5.331
C 0.970 1.285 4.176
O 1.737 2.337 4.741
C 1.804 2.141 6.088
O 2.548 2.698 6.819
O 0.894 1.209 6.463
F 0.266 1.768 3.120
H -0.824 1.504 5.352
H -0.192 -0.164 5.334
H 1.631 0.493 3.831

=====

C23H31N2P2S2Ti | ωB97M-V/def2-TZVPD

Properties
- Molar mass: 509.5 g/mol
- Gap between HOMO and LUMO: 0.239 Ha
- Total charge: +3
- Relative energy (zero: lowest compared OMol25 entry of this formula, charge and spin): 0.000 eV

Atoms and positions in Å:
Ti 0.484 0.895 -0.339
N 2.483 1.604 -0.885
C 3.218 2.192 0.306
C 2.681 3.565 0.653
C 1.235 3.576 1.099
N 0.334 3.048 -0.005
H 3.026 0.811 -1.216
H 2.524 2.282 -1.645
H 4.275 2.239 0.055
H 3.110 1.489 1.133
H 2.818 4.241 -0.198
H 3.288 3.982 1.458
H 0.906 4.580 1.358
H 1.085 2.946 1.975
H 0.537 3.572 -0.856
H -0.624 3.310 0.213
C -3.072 1.890 0.269
P -2.005 0.937 -0.825
C -2.988 -0.456 -1.399
C -1.452 1.920 -2.203
C -0.350 1.351 -2.863
C 0.289 2.035 -3.902
C -0.164 3.294 -4.259
C -1.253 3.864 -3.595
C -1.894 3.193 -2.564
H -2.607 2.771 0.707
H -3.394 1.239 1.082
H -3.951 2.201 -0.298
H -3.883 -0.031 -1.860
H -3.259 -1.096 -0.560
H -2.439 -1.042 -2.133
H -0.098 0.303 -2.691
H 1.105 1.573 -4.443
H 0.310 3.829 -5.073
H -1.612 4.839 -3.900
H -2.739 3.655 -2.067
S 1.246 -1.244 -0.929
P 0.454 -1.759 0.926
S 0.119 0.114 1.795
C 1.584 -2.645 1.934
C 1.778 -3.998 1.614
C 2.658 -4.742 2.377
C 3.324 -4.154 3.449
C 3.125 -2.816 3.766
C 2.258 -2.049 3.004
C -1.065 -2.626 0.697
C -1.356 -3.302 -0.489
C -2.503 -4.081 -0.563
C -3.351 -4.175 0.533
C -3.056 -3.505 1.719
C -1.906 -2.742 1.814
H 1.246 -4.470 0.796
H 2.824 -5.786 2.144
H 4.002 -4.748 4.047
H 3.642 -2.374 4.606
H 2.105 -1.008 3.255
H -0.695 -3.241 -1.345
H -2.731 -4.620 -1.473
H -4.244 -4.784 0.469
H -3.715 -3.597 2.572
H -1.667 -2.252 2.752

=====

C23H31O3Si | ωB97M-V/def2-TZVPD

Properties
- Molar mass: 383.6 g/mol
- Gap between HOMO and LUMO: 0.173 Ha
- Total charge: +1
- Relative energy (zero: lowest compared OMol25 entry of this formula, charge and spin): 2.171 eV

Atoms and positions in Å:
C -1.122 -3.968 -1.573
Si -1.194 -3.340 0.186
C -1.415 -1.486 0.215
C -2.530 -4.216 1.138
O 0.277 -3.722 0.912
C 1.220 -2.935 1.532
C 1.152 -2.653 2.868
C 2.299 -2.427 0.756
C 2.353 -2.545 -0.613
O 3.008 -1.625 -1.318
C 2.842 -1.668 -2.742
H -2.060 -3.728 -2.094
H -0.299 -3.509 -2.136
H -0.988 -5.057 -1.597
H -2.361 -1.235 -0.290
H -1.457 -1.087 1.239
H -0.602 -0.973 -0.317
H -3.515 -3.971 0.717
H -2.399 -5.305 1.093
H -2.527 -3.917 2.193
H 1.983 -2.140 3.328
H 0.333 -3.062 3.457
H 3.020 -1.819 1.312
H 1.881 -3.372 -1.168
H 3.736 -1.202 -3.156
H 2.738 -2.698 -3.110
H 1.953 -1.089 -3.023
C -2.176 1.700 4.827
O -1.533 1.600 3.538
C -0.188 1.420 3.502
C 0.405 1.289 2.219
C 1.706 0.882 2.111
C 2.490 0.582 3.273
C 3.749 -0.023 3.083
C 4.686 -0.422 4.083
C 6.087 -0.356 3.809
C 7.016 -0.776 4.740
C 6.608 -1.294 5.979
C 7.626 -1.780 6.963
C 5.239 -1.375 6.261
C 4.292 -0.950 5.343
C 1.933 0.913 4.545
C 0.611 1.292 4.664
H -3.216 1.907 4.583
H -2.093 0.755 5.380
H -1.756 2.521 5.424
H -0.217 1.467 1.343
H 2.154 0.743 1.126
H 4.142 0.043 2.066
H 6.411 0.048 2.848
H 8.086 -0.716 4.526
H 7.181 -1.881 7.957
H 8.035 -2.758 6.676
H 8.471 -1.085 7.025
H 4.922 -1.788 7.221
H 3.230 -1.048 5.568
H 2.545 0.851 5.443
H 0.173 1.466 5.650